{"formula": "C5H7NO2", "method": "the ωB97M-V functional and the def2-TZVPD basis", "elements": ["H", "H", "C", "H", "H", "H", "H", "H", "C", "O", "C", "N", "O", "C", "C"], "xyz": [[1.795, 0.931, -1.278], [1.602, -1.295, 0.715], [-0.421, 1.311, -0.163], [-1.339, 1.786, 0.178], [-1.381, -0.102, -1.567], [-2.456, -0.119, 0.575], [0.430, 1.989, -0.114], [2.525, -0.744, -1.423], [-0.844, -0.893, 1.295], [-2.187, -0.717, 1.284], [-0.062, -0.110, 0.309], [1.330, -0.433, 0.262], [-0.338, -1.699, 2.036], [-0.427, 0.197, -1.136], [1.774, -0.102, -0.973]], "forces_ev_per_a": [[0.14, 0.10, 0.10], [-0.11, 0.06, -0.14], [0.31, -0.11, 0.22], [0.01, -0.08, -0.09], [0.06, 0.02, -0.11], [0.11, 0.00, 0.05], [-0.05, -0.03, -0.02], [-0.08, -0.03, -0.10], [-0.03, -0.27, -0.05], [0.15, -0.02, 0.03], [0.09, 0.26, -0.15], [0.02, -0.07, 0.70], [-0.16, 0.35, -0.19], [0.69, -0.46, 0.14], [-1.15, 0.28, -0.39]]}

---

{"formula": "C5H7NO2S", "method": "the ωB97M-V functional and the def2-TZVPD basis", "elements": ["S", "O", "H", "C", "C", "H", "H", "H", "H", "C", "H", "O", "N", "C", "C", "H"], "xyz": [[-2.735, 0.288, 0.581], [0.146, -0.758, -0.121], [-4.961, -0.272, 0.791], [1.828, 0.298, 0.276], [4.234, 1.208, 0.344], [5.261, 1.642, 0.297], [-1.848, 0.135, -1.460], [-4.049, -1.620, 0.427], [-0.020, 0.984, 1.275], [1.458, -0.910, -0.610], [2.053, -1.852, -0.432], [-2.353, 0.801, -0.999], [-4.075, -0.620, 0.273], [3.079, 0.993, 0.388], [0.544, 0.319, 0.625], [1.439, -0.636, -1.658]], "forces_ev_per_a": [[0.47, 0.15, -1.53], [-2.32, -0.98, 0.82], [1.96, -0.48, -1.48], [1.28, -0.02, -0.76], [4.80, 2.17, -0.11], [-1.63, -0.89, 0.10], [0.40, -0.59, 0.12], [0.58, 0.00, -0.13], [-0.48, -0.59, -0.38], [2.35, 0.78, -0.08], [-1.23, 0.71, 0.04], [-0.60, 0.53, 1.28], [-2.99, 0.43, 1.83], [-3.84, -1.88, 0.12], [0.97, 0.86, 0.48], [0.27, -0.21, -0.34]]}

---

{"formula": "C5H7NO3S", "method": "the ωB97M-V functional and the def2-TZVPD basis", "elements": ["O", "H", "H", "O", "O", "C", "H", "C", "C", "C", "H", "H", "H", "H", "N", "C", "S"], "xyz": [[1.548, -0.406, -0.781], [-0.838, -1.228, -1.505], [-0.129, -2.440, -0.430], [-2.808, 0.613, 0.314], [-1.972, 2.748, -0.607], [0.841, -0.812, 1.500], [-1.519, -1.477, 0.112], [-0.600, -1.461, -0.468], [0.345, -0.407, 0.104], [1.165, 1.748, -1.006], [1.208, 2.777, -1.255], [-0.016, -0.977, 2.147], [1.424, -1.724, 1.427], [1.460, -0.026, 1.924], [1.868, 0.773, -1.275], [-0.211, 0.953, 0.158], [-1.765, 1.349, -0.359]], "forces_ev_per_a": [[-0.37, -0.77, 0.40], [0.00, 0.02, -0.02], [0.05, -0.06, 0.00], [-0.03, -0.15, -0.70], [0.02, -0.13, -0.60], [-0.02, 0.21, -0.29], [-0.02, -0.08, 0.03], [0.18, 0.02, -0.02], [-0.26, -0.50, 0.53], [-3.44, -1.80, 3.00], [0.15, 0.56, -0.24], [-0.06, -0.02, 0.10], [0.05, -0.11, -0.02], [0.07, 0.03, 0.07], [1.05, 0.57, -0.83], [2.14, 1.69, -3.61], [0.49, 0.53, 2.22]]}

---

{"formula": "C5H7NO3S", "method": "the ωB97M-V functional and the def2-TZVPD basis", "elements": ["C", "H", "O", "H", "O", "S", "O", "C", "C", "H", "H", "C", "H", "H", "N", "C", "H"], "xyz": [[2.042, -0.192, -0.271], [-0.804, -1.358, -0.968], [5.058, -0.007, -0.821], [0.017, 2.609, 0.593], [4.841, -1.110, 0.992], [1.965, 1.569, -0.363], [2.726, 2.026, 0.759], [-0.647, 0.679, -0.571], [1.159, -1.144, -0.189], [-0.395, 0.769, -1.653], [1.215, -2.189, 0.044], [-0.319, -0.810, -0.246], [0.365, 0.925, 1.399], [-0.899, -1.215, 0.618], [4.465, -0.494, 0.073], [0.192, 1.518, 0.464], [-1.639, 0.892, -0.371]], "forces_ev_per_a": [[-0.77, -0.11, -0.63], [-0.62, -1.58, -2.30], [0.02, 0.70, -1.22], [-0.30, -0.91, 0.03], [0.01, -1.07, 1.62], [-3.04, -1.40, -0.08], [2.56, 1.44, 1.92], [2.71, -0.88, 1.33], [-1.69, 0.47, 0.38], [-0.12, 0.75, 0.81], [1.18, -0.53, -0.15], [-0.84, 1.52, 1.33], [-0.18, 0.94, -0.72], [0.82, 0.68, 0.19], [1.17, 0.24, -0.12], [1.32, -0.45, -2.30], [-2.23, 0.19, -0.10]], "s2": 2.02, "multiplicity": 3}

---

Energy above the lowest of the compared OMol25 structures with the same formula, charge and spin values (in kJ/mol) by entry order: 395.0, 484.1, 477.1, 337.6.